DFT (ωB97M-V with the def2-TZVPD basis set) results for a cluster of 13 separate species, C12H52N2O15 in total at a distorted geometry.

Results
* HOMO energy: -9.315 eV
* net charge: 0
* gap between HOMO and LUMO: 9.067 eV
* spin multiplicity: 1
* E_tot: -46976.5816 eV

Each line ends with the Löwdin charge.
Geometry (Å):
O -0.17 3.03 -4.29  -0.0569
H -0.36 3.36 -3.41  -0.0076
H 0.35 2.24 -4.15  -0.0036
O -1.54 -3.14 -1.61  -0.0242
H -2.00 -3.08 -0.78  0.0251
H -1.80 -3.98 -1.97  0.0773
O -2.63 0.19 -5.01  -0.0646
H -3.14 0.54 -4.27  0.0195
H -1.83 -0.14 -4.61  -0.0046
O 1.77 -3.00 -3.27  -0.0456
H 1.79 -3.00 -2.31  0.0092
H 0.91 -2.65 -3.49  0.0227
O -4.39 -1.21 -1.57  -0.0416
H -3.67 -0.90 -1.03  -0.0317
H -5.02 -1.58 -0.95  0.0292
O -3.47 -2.93 1.14  -0.0742
H -3.94 -2.18 1.48  0.0197
H -2.72 -3.03 1.72  -0.0630
O -2.14 0.06 3.24  -0.0276
H -1.84 0.45 4.06  0.0549
H -3.09 0.17 3.26  0.0518
O -3.50 3.74 -1.67  -0.0424
H -4.45 3.61 -1.58  0.0358
H -3.22 4.01 -0.80  0.0187
O 2.20 1.90 -2.91  -0.0434
H 2.72 1.36 -2.31  -0.0023
H 2.85 2.31 -3.49  0.0484
C 3.42 -0.67 -0.03  -0.1824
C 3.14 -0.44 1.40  -0.2371
O 1.91 0.28 1.56  -0.0792
O 3.74 0.66 -0.59  -0.0996
H 2.68 -1.19 -0.65  0.1199
H 4.37 -1.19 -0.12  0.1216
H 3.85 0.26 1.84  0.1208
H 3.10 -1.39 1.95  0.1222
H 2.00 1.04 0.98  0.0518
H 4.61 0.89 -0.25  0.0901
C -1.99 0.45 -0.44  -0.1860
C -0.85 -0.01 -1.49  -0.1649
O -1.27 -0.73 -2.65  -0.1003
O -2.60 -0.52 0.40  -0.1121
H -2.68 1.15 -0.91  0.1080
H -1.38 1.07 0.21  0.1037
H -0.17 -0.70 -1.00  0.1004
H -0.34 0.90 -1.81  0.1015
H -1.51 -1.63 -2.45  0.0205
H -2.30 -0.23 1.27  0.0365
C 0.40 -3.49 1.21  -0.0251
C -0.35 -4.30 2.31  -0.3446
C 0.48 -4.64 3.60  -0.1754
O 1.44 -5.59 3.13  -0.1983
C 2.10 -6.31 4.16  -0.1152
N -1.47 -3.47 2.75  0.0068
H 1.30 -4.03 0.92  0.0860
H 0.42 -2.42 1.39  0.0698
H -0.30 -3.33 0.38  0.0443
H -0.85 -5.16 1.86  0.1434
H -0.13 -5.13 4.36  0.1129
H 0.86 -3.75 4.10  0.1239
H 2.86 -6.96 3.71  0.0843
H 1.44 -6.99 4.69  0.0862
H 2.69 -5.66 4.80  0.0855
H -1.84 -3.66 3.67  0.0968
H -1.21 -2.50 2.81  0.0707
C 2.80 4.41 -0.16  -0.0525
C 1.43 4.98 0.20  -0.4465
C 0.21 4.41 -0.56  -0.1866
O 0.08 4.81 -1.93  -0.1943
C -0.59 6.07 -1.98  -0.0750
N 1.27 4.53 1.52  0.0077
H 2.81 3.39 0.21  0.0585
H 3.59 4.93 0.37  0.0785
H 2.99 4.47 -1.24  0.0778
H 1.45 6.07 0.22  0.1368
H -0.70 4.50 0.02  0.1152
H 0.31 3.32 -0.48  0.1121
H -0.70 6.23 -3.05  0.0991
H 0.09 6.84 -1.59  0.0843
H -1.55 6.01 -1.49  0.0830
H 2.04 4.73 2.15  0.0833
H 1.24 3.54 1.32  0.0518